[1]
17
Properties=species:S:1:pos:R:3 method="wB97M-V/def2-TZVPD" e_lumo_ev="-0.90 / -0.90" charge=0 relative_energy_ev=5.646 homo_lumo_gap_ev="7.043 / 7.047" spin_multiplicity=1 homo_ha="-0.2920 / -0.2920" largest_force_ha_per_bohr=0.1022 total_energy_ev=-17593.4348
C -1.749 0.418 2.517
C -0.093 0.268 0.474
C 0.812 -1.459 -0.908
C 0.575 1.027 -1.776
C 0.892 0.035 -0.628
N -1.807 1.571 1.887
N -1.228 1.892 0.933
P -0.898 -0.795 1.526
H -2.378 0.000 3.261
H 1.475 -1.556 -1.786
H -0.255 -1.968 -1.138
H 1.214 -2.142 -0.164
H 0.755 1.907 -1.337
H -0.444 1.192 -2.182
H 1.247 0.789 -2.648
H 1.986 0.228 -0.486
H -0.105 -1.408 2.454


[2]
14
Properties=species:S:1:pos:R:3 method="wB97M-V/def2-TZVPD" e_lumo_ev="-1.67 / -1.67" charge=0 smiles="C=[S@@](=O)(I)CCO" relative_energy_ev=3.981 homo_lumo_gap_ev="6.846 / 6.849" spin_multiplicity=1 homo_ha="-0.3130 / -0.3131" largest_force_ha_per_bohr=0.1061 total_energy_ev=-26250.7683
C 0.651 2.394 1.021
S 0.869 1.045 -0.002
O 0.716 1.451 -1.327
I 2.995 -0.488 -0.254
C -0.721 -0.439 0.558
C -0.621 -1.508 -0.425
O -1.693 -1.304 -1.394
H 1.084 3.299 0.719
H 0.638 2.091 2.107
H -0.278 -0.578 1.626
H -1.712 0.089 0.562
H 0.404 -1.761 -0.944
H -0.722 -2.504 -0.007
H -1.611 -1.786 -2.240


[3]
31
Properties=species:S:1:pos:R:3 method="wB97M-V/def2-TZVPD" e_lumo_ev=0.75 charge=0 smiles="C[C@@H]1CCCC[C@@H]1NC1=NCCS1" relative_energy_ev=5.331 homo_lumo_gap_ev=9.483 spin_multiplicity=1 homo_ha=-0.3210 largest_force_ha_per_bohr=0.1329 total_energy_ev=-24472.8479
C 0.943 1.994 -1.095
C 2.012 1.185 -0.096
C 3.145 0.562 -0.778
C 3.026 -0.920 -0.898
C 2.679 -1.458 0.516
C 2.245 -0.356 1.557
C 1.174 0.386 0.774
N -0.058 -0.497 0.259
C -1.436 -0.072 0.295
N -1.988 0.770 1.064
C -3.389 0.783 0.816
C -3.624 0.230 -0.514
S -2.513 -1.255 -0.734
H 1.281 2.858 -1.606
H 0.030 1.999 -0.397
H 0.593 1.184 -1.939
H 2.425 1.861 0.572
H 4.234 0.713 -0.275
H 3.176 0.960 -1.754
H 2.282 -1.311 -1.640
H 3.906 -1.629 -1.321
H 3.635 -2.049 0.946
H 1.959 -2.262 0.496
H 3.057 0.528 1.674
H 1.962 -0.713 2.661
H 0.857 0.861 1.644
H 0.219 -1.165 -0.514
H -3.887 0.109 1.653
H -3.603 1.871 0.922
H -3.549 0.623 -1.470
H -4.698 -0.274 -0.625


[4]
13
Properties=species:S:1:pos:R:3 method="wB97M-V/def2-TZVPD" e_lumo_ev="-7.18 / -7.16" charge=+1 relative_energy_ev=5.961 homo_lumo_gap_ev="7.379 / 8.942" s_squared=0.76 spin_multiplicity=2 homo_ha="-0.5350 / -0.5917" largest_force_ha_per_bohr=0.0551 total_energy_ev=-4732.5508
C -1.809 0.061 0.749
C -2.203 1.342 0.247
N 0.887 -0.020 -0.888
C 0.062 -0.845 -1.328
H -2.666 1.352 -0.734
H -2.489 -0.778 0.579
H -1.021 -0.066 1.482
H -2.431 2.145 0.941
H 6.716 -1.230 1.228
H -1.086 0.854 0.017
H -0.913 -0.457 -1.632
H 0.314 -1.839 -1.713
H 6.639 -0.519 1.053


[5]
88
Properties=species:S:1:pos:R:3 method="wB97M-V/def2-TZVPD" e_lumo_ev=2.10 charge=-1 homo_lumo_gap_ev=7.029 spin_multiplicity=1 homo_ha=-0.1812 largest_force_ha_per_bohr=0.0317 total_energy_ev=-178889.1165
C 2.721 1.472 3.013
C 2.738 -0.064 2.991
C 1.906 -0.655 1.837
C 2.740 -1.382 0.772
N 1.933 -2.336 -0.024
C 2.149 -3.755 0.322
C 0.861 -4.602 0.430
C 0.319 -4.634 1.884
C -1.209 -4.768 2.091
Ga -1.940 -3.354 3.366
Br -2.045 -4.377 5.584
C -3.848 -2.827 2.884
C -4.345 -1.372 3.100
C -3.422 -0.441 3.901
N -3.807 0.987 3.891
C 1.718 -2.064 -1.354
S 1.558 -3.178 -2.554
S 1.648 -0.305 -1.796
C -0.117 -0.107 -2.134
C -1.058 -0.230 -0.928
C -1.375 -1.678 -0.543
H 3.012 1.877 2.036
H 3.394 1.881 3.774
H 1.705 1.837 3.224
H 2.347 -0.437 3.943
H 3.779 -0.411 2.919
H 1.349 0.151 1.339
H 1.169 -1.371 2.221
H 3.231 -0.669 0.104
H 3.539 -1.966 1.253
H 2.609 -3.765 1.319
H 2.886 -4.164 -0.389
H 0.102 -4.250 -0.274
H 1.115 -5.628 0.125
H 0.820 -5.484 2.375
H 0.695 -3.738 2.404
H -1.746 -4.669 1.136
H -1.465 -5.748 2.513
H -0.852 -2.170 3.382
H -3.955 -3.081 1.820
H -4.503 -3.522 3.431
H -5.317 -1.378 3.625
H -4.535 -0.891 2.123
H -2.405 -0.507 3.502
H -3.383 -0.789 4.945
H -3.372 1.413 3.083
H -4.807 1.071 3.761
H -0.400 -0.806 -2.934
H -0.146 0.894 -2.586
H -0.632 0.309 -0.073
H -1.989 0.293 -1.194
H -2.440 -1.811 -0.360
H -0.840 -1.990 0.360
H -1.093 -2.365 -1.354
C 0.809 2.141 -5.972
C 1.652 0.904 -5.679
C 2.560 0.482 -6.839
O 1.896 -0.149 -7.918
C 1.306 0.717 -8.861
N 0.783 -0.168 -5.204
H -0.037 1.901 -6.617
H 0.402 2.540 -5.042
H 1.398 2.925 -6.453
H 2.325 1.149 -4.850
H 3.273 -0.256 -6.465
H 3.132 1.344 -7.212
H 1.911 1.621 -9.001
H 0.294 1.016 -8.576
H 1.254 0.181 -9.808
H 1.341 -0.942 -4.852
H 0.261 -0.541 -5.992
C 0.252 5.920 2.270
C -0.117 4.885 1.212
C -1.466 4.200 1.465
O -1.446 3.236 2.492
C -1.577 3.736 3.809
N 0.991 3.941 1.067
H 0.592 5.439 3.188
H 1.068 6.546 1.909
H -0.597 6.561 2.513
H -0.220 5.409 0.255
H -1.754 3.657 0.560
H -2.244 4.951 1.667
H -2.253 4.597 3.842
H -0.608 4.025 4.228
H -1.997 2.930 4.410
H 0.820 3.322 0.284
H 1.000 3.333 1.882


[6]
10
Properties=species:S:1:pos:R:3 method="wB97M-V/def2-TZVPD" e_lumo_ev=-5.79 charge=+1 relative_energy_ev=5.997 homo_lumo_gap_ev=9.338 spin_multiplicity=1 homo_ha=-0.5560 largest_force_ha_per_bohr=0.0662 total_energy_ev=-7063.8399
C 1.234 -0.919 -0.075
N 0.701 0.025 0.873
N 1.976 0.137 0.100
N -1.091 0.487 0.551
N -1.777 -0.073 -0.346
H 0.729 -0.306 1.853
H 2.980 0.337 0.151
H -1.397 0.497 1.484
H -1.791 0.421 -1.226
H -2.051 -1.075 -0.360


[7]
20
Properties=species:S:1:pos:R:3 method="wB97M-V/def2-TZVPD" e_lumo_ev=-0.17 charge=0 smiles="O=c1ccc2cc3ccoc3cc2s1" relative_energy_ev=0.000 homo_lumo_gap_ev=8.286 spin_multiplicity=1 homo_ha=-0.3108 largest_force_ha_per_bohr=0.0540 total_energy_ev=-26433.6712
O 0.393 -0.803 4.663
C 0.119 -0.386 3.562
C 0.697 0.891 3.188
C 0.697 1.269 1.874
C 0.254 0.454 0.744
C 0.490 0.922 -0.586
C 0.038 0.245 -1.711
C -0.008 0.461 -3.140
C -0.626 -0.616 -3.707
O -0.996 -1.501 -2.743
C -0.606 -0.965 -1.548
C -0.806 -1.482 -0.271
C -0.401 -0.797 0.890
S -0.741 -1.483 2.486
H 1.099 1.487 4.010
H 1.095 2.261 1.617
H 0.988 1.868 -0.755
H 0.406 1.314 -3.620
H -0.753 -0.721 -4.788
H -1.337 -2.420 -0.164


[8]
41
Properties=species:S:1:pos:R:3 method="wB97M-V/def2-TZVPD" e_lumo_ev="-3.59 / -3.99" charge=+1 relative_energy_ev=1.371 homo_lumo_gap_ev="6.573 / 8.320" s_squared=2.01 spin_multiplicity=3 homo_ha="-0.3736 / -0.4523" largest_force_ha_per_bohr=0.0143 total_energy_ev=-66160.5944
Ti -0.398 0.252 -0.690
C 0.366 3.145 -2.223
C 1.018 3.090 -0.875
C 1.619 4.202 -0.304
C 2.180 4.102 0.955
C 2.141 2.889 1.625
C 1.532 1.813 1.007
N 0.973 1.917 -0.218
C 1.437 0.473 1.628
C 1.984 0.120 2.851
C 1.816 -1.180 3.302
C 1.117 -2.100 2.536
C 0.593 -1.688 1.321
N 0.762 -0.427 0.896
C -0.171 -2.547 0.388
C -0.494 -3.862 0.666
C -1.208 -4.581 -0.278
C -1.573 -3.973 -1.466
C -1.224 -2.650 -1.689
C -1.617 -1.926 -2.942
N -0.539 -1.951 -0.767
H 0.712 4.005 -2.791
H -0.718 3.220 -2.118
H 0.592 2.245 -2.798
H 1.641 5.136 -0.848
H 2.648 4.962 1.415
H 2.575 2.794 2.609
H 2.532 0.834 3.446
H 2.235 -1.479 4.253
H 0.991 -3.113 2.886
H -0.202 -4.322 1.597
H -1.477 -5.611 -0.087
H -2.127 -4.515 -2.219
H -1.884 -2.625 -3.732
H -0.794 -1.305 -3.302
H -2.477 -1.280 -2.754
O -4.125 0.396 -0.283
Cl -2.976 1.210 -0.240
O -3.240 2.568 0.034
O -1.994 0.668 0.740
O -2.224 1.093 -1.529